Below is a molecular structure, C65H69ClGe2IrNO4S4 in a non-equilibrium geometry, with properties calculated with ωB97M-V/def2-TZVPD.

Structure (XYZ):
```
147
Properties=species:S:1:pos:R:3:lowdin_charge:R:1
H -1.67073 -5.28312 -1.29311 0.09
C 1.98922 -4.81076 0.54298 -0.24
H 3.36015 -7.15051 -2.93312 0.08
C -3.07276 2.95392 1.81633 0.01
H -3.44735 -3.48746 -0.54715 0.05
C 2.98068 -5.29320 -0.29825 0.00
C 5.50704 2.77153 1.89373 -0.05
C -2.76588 -4.46444 2.48076 -0.02
H -1.14879 6.88256 3.08420 0.09
H 1.59730 1.31232 3.47310 0.04
C -3.29676 -2.14662 1.83352 -0.17
H 7.39650 -3.84194 -1.60136 0.09
C 4.90319 -0.57122 -1.13061 -0.23
H -3.69964 -4.46817 3.02357 0.13
H 3.58071 0.75399 -2.16720 0.02
H -2.53389 3.23018 -5.96451 0.13
H 5.54029 -1.85597 -2.70781 0.12
S -0.23445 0.32000 1.56771 0.29
H 2.10146 -5.39329 2.60205 0.09
C -4.64822 3.84799 3.91846 -0.08
H -1.97890 6.38808 1.60991 0.07
C -2.22387 -1.27287 3.94246 -0.04
C -3.19604 3.13343 -1.53292 -0.61
C 6.34822 -4.05478 -1.38979 -0.05
C -1.85130 2.50582 -5.50272 -0.25
H 1.20324 -0.02916 -7.29398 0.12
S 1.09195 1.83825 -1.64935 0.22
H -4.88127 -4.06530 0.29634 0.09
H -2.64953 2.86982 -3.73086 0.04
H 5.87245 -4.34198 -2.32365 0.06
C 3.12747 2.74297 1.52749 -0.24
H -0.52680 4.01387 4.02905 0.11
C -5.20430 -1.05007 0.87641 0.00
C -4.29402 -2.09265 0.85062 -0.24
H 1.55729 1.93914 -5.85480 0.12
H 2.60986 2.54584 4.20230 0.09
C 2.71403 -5.59184 -1.62439 -0.26
H -6.12528 1.59789 2.80457 0.07
C 1.44657 -5.32881 -2.12692 -0.01
H 6.31204 -4.88950 -0.69479 0.07
N -0.47947 -0.17624 -4.40409 0.00
H 2.99916 3.91911 -0.66143 0.05
C -4.97190 4.22337 2.62726 -0.22
H 3.96874 -5.47262 0.09740 0.11
H 6.39487 3.27441 2.24679 0.11
C -1.18789 -3.28299 1.10001 -0.19
S 1.58368 -1.57180 -0.48230 0.30
C -3.25276 -1.19807 2.85113 -0.21
H -0.22775 -6.48271 1.56944 0.13
H 0.10940 6.02331 0.32182 0.12
C 4.92151 -1.55955 1.08570 -0.22
C 3.22154 1.47103 0.96942 -0.20
H -0.74854 -3.35495 -5.43432 0.11
H -1.53676 -0.42987 3.87308 0.03
H 3.98938 -5.56011 -3.34285 0.08
O -4.52745 4.21583 0.32922 -0.02
H 0.55656 -2.42329 -7.35256 0.11
H 0.61721 2.13508 -4.35850 0.04
H 4.52724 -2.41829 3.01461 0.07
C 1.12348 3.31037 2.87241 -0.22
C -0.95978 -4.67528 -1.85354 -0.03
H 4.17928 4.37527 2.40140 0.13
C -0.43633 -4.44439 0.96709 -0.23
H 6.55300 1.01354 1.25836 0.13
C -6.13118 5.12608 2.33877 -0.02
C -0.81014 -1.46617 -4.43360 -0.15
Ir -1.00826 1.05161 -2.45657 0.98
H 5.05777 1.51773 -1.59049 0.09
H 5.10243 0.44875 -3.00602 0.08
H -6.68673 5.34901 3.24514 0.08
H 3.30911 -4.20280 2.11215 0.06
H -1.26911 -3.63229 -1.76066 0.02
C -0.35852 5.10053 2.19645 -0.26
C -0.46740 2.62487 -6.14725 -0.15
C -1.97107 -5.59373 2.43545 -0.05
H 1.24338 -5.53484 -3.16902 0.12
H -6.79394 4.67025 1.60624 0.09
C 1.50308 4.47158 0.77893 -0.22
C -5.17777 -0.09094 1.88079 -0.24
H -2.26105 -6.48623 2.97060 0.11
H -5.77600 6.06149 1.90794 0.09
C -4.20655 -0.18761 2.86381 0.00
H -1.01284 -4.95424 -2.90323 0.08
H 1.78001 5.03738 -1.27509 0.07
O -2.23753 2.43189 -1.13486 -0.18
C 1.58949 2.31744 3.89364 -0.03
H -5.96187 -0.99032 0.10576 0.12
C -3.55128 3.03372 4.15440 -0.69
H 3.73103 -0.86444 2.72273 0.08
C 5.59607 1.50887 1.34246 -0.02
C 5.69136 -2.83656 -0.81634 -0.26
C -4.16583 3.77352 1.56812 -0.24
C 0.23418 0.33220 -5.41406 -0.28
C 0.42764 -4.86592 -1.31313 -0.22
H 5.66341 -3.55597 1.19525 0.12
H -1.92948 1.92032 3.29049 0.07
C 0.02561 4.12193 3.10608 -0.01
C 4.65387 0.60484 -2.02751 -0.03
C -3.52411 4.37032 -0.64143 -0.08
H 1.62463 -3.71516 2.34481 0.08
H -2.58187 4.68376 -0.17869 0.12
H -7.21244 0.57014 1.85192 0.08
C 4.27438 3.38451 1.98134 -0.02
H 3.02959 5.61485 -0.17215 0.09
H -0.14878 3.66858 -6.12002 0.12
O -1.74278 2.77689 -4.12440 -0.18
C -4.42099 -3.19020 -0.16488 -0.04
Ge 1.56307 0.62650 0.17641 0.14
C 2.27556 -4.51073 1.98448 -0.02
C 5.37712 -1.76778 -1.64253 0.00
H 4.65292 -6.44722 -1.96072 0.07
C 3.74503 -6.22162 -2.51262 -0.06
H -1.64373 -2.19068 3.87016 0.08
H -1.38144 -1.82685 -3.59015 0.01
H -0.53207 2.31070 -7.19121 0.12
H -6.08561 1.64730 1.03933 0.08
S -1.96511 -0.94060 -1.39621 0.23
H -2.24710 5.51059 3.12241 0.07
C 0.62451 -0.46145 -6.49001 -0.01
C 4.46179 0.85810 0.86089 -0.23
C 4.69862 -0.46657 0.24743 -0.19
C 1.85529 3.47863 1.69265 -0.17
C 0.27158 -1.79764 -6.52120 -0.04
O -3.81585 2.99143 -2.58740 0.01
C -2.76836 2.57467 3.11143 -0.15
H 5.45825 -0.91733 3.06344 0.09
H -2.44769 2.59821 1.01284 0.09
C -6.20916 0.99656 1.90412 -0.03
H -5.04259 -2.87677 -0.99887 0.08
H -4.18927 0.53502 3.66211 0.10
C -1.50313 6.01962 2.51568 -0.03
H 0.94192 2.32714 4.76529 0.08
Cl -3.16917 2.59608 5.79047 0.66
C 0.57942 1.78744 -5.39385 -0.15
C 2.37535 4.77213 -0.40555 -0.06
C -0.45870 -2.31670 -5.46210 -0.04
C -0.82590 -5.58700 1.66509 -0.02
H -2.26057 1.49762 -5.66744 0.12
H -3.89660 5.14287 -1.32058 0.14
C 4.64344 -1.43839 2.55699 -0.02
C 0.38128 5.25228 1.03234 0.00
H -2.70151 -1.23339 4.92022 0.09
Ge -0.60389 -1.53693 0.25140 0.15
H -5.24854 4.20152 4.74401 0.11
C 5.43192 -2.72733 0.54173 -0.01
C -2.37788 -3.30427 1.82189 -0.24
C 0.70093 -4.63597 0.03999 -0.20
```

Output
- HOMO-LUMO gap (spin up / spin down) (eV) = 8.021 / 5.846
- charge = 0
- multiplicity = 5
- <S²> = 6.02

***

Below is a molecular structure, C66H106F6InN18O14S2 in a non-equilibrium geometry, with properties calculated with ωB97M-V/def2-TZVPD.

Structure (XYZ):
```
213
Properties=species:S:1:pos:R:3:lowdin_charge:R:1
O -9.68073 -26.85828 10.72972 -0.10
H -8.36704 -20.13122 18.60164 0.07
C -11.77434 -20.90177 8.42826 -0.14
H -11.95128 -21.18456 11.32498 0.09
O -8.16568 -24.97309 7.17148 -0.31
H -9.35519 -27.32989 -0.49596 0.09
O -12.05978 -28.47052 10.93143 -0.09
H -1.41830 -26.08236 6.20639 0.13
C -8.89173 -26.42597 -0.89534 -0.11
H -16.17842 -26.14745 9.92159 0.10
H -5.41585 -26.28661 7.46019 0.08
C -13.21415 -26.17490 4.10692 -0.17
C -6.58675 -22.23007 11.41398 -0.12
H -9.08558 -24.28370 10.76553 0.07
C -10.01486 -26.71059 6.64473 -0.64
H -14.34149 -22.71836 13.54803 0.11
H -9.32204 -18.70593 18.70252 0.11
O -10.17745 -24.33072 5.84433 -0.30
H -15.82685 -21.35335 6.23227 0.07
H -10.00660 -21.10910 19.69623 0.09
H -1.54330 -28.13138 7.88171 0.09
H -10.05888 -24.68693 -0.04455 0.05
H -11.53164 -24.02663 2.28917 0.10
S -9.59675 -24.94787 7.02241 0.47
C -12.24229 -24.73697 2.65621 -0.13
C -4.40712 -18.44215 10.44811 -0.16
C -15.33826 -25.46348 9.68522 -0.01
C -11.73750 -29.25517 9.98753 -0.15
H -6.96776 -27.32899 3.20986 0.09
C -3.75951 -27.63488 8.02468 -0.10
H -13.88912 -29.30755 15.88940 0.11
C -5.94904 -17.98240 9.00025 -0.20
C -8.12051 -21.60632 5.68667 -0.19
H -10.90704 -28.55209 3.27263 0.09
H -14.06410 -27.58870 7.41897 0.07
H -11.07513 -32.38921 9.88504 0.11
C -9.26667 -25.05573 -0.59489 -0.08
H -8.67179 -20.96851 9.34011 0.07
H -7.23414 -27.35748 8.87562 0.09
C -6.40726 -22.64354 10.10647 -0.10
C -13.06786 -26.24958 9.27564 -0.24
H -11.15214 -31.39881 8.35957 0.08
C -6.56332 -28.81988 1.80112 -0.11
C -11.61381 -23.48608 12.13111 -0.25
H -5.93105 -21.65574 12.00254 0.08
H -8.59785 -25.29424 2.30480 0.14
H -12.52642 -20.57122 12.90999 0.09
C -12.86794 -29.37768 5.15060 -0.36
H -10.45368 -31.37385 5.40650 0.09
H -13.28066 -26.78485 4.96149 0.07
C -14.73199 -26.04365 15.27273 0.02
C -6.18117 -26.27199 11.46925 0.01
O -12.57447 -25.56593 10.23728 -0.07
H -13.71843 -21.29783 11.79680 0.12
H -2.82056 -23.21085 8.43399 0.09
H -14.39095 -27.88951 16.83886 0.11
C -12.70967 -30.97252 11.46722 0.00
C -2.39951 -27.51493 7.66592 -0.12
C -11.54724 -19.56444 8.65843 -0.13
C -8.99790 -28.48756 15.07906 -0.70
C -13.46354 -25.13633 2.15829 -0.09
H -12.22751 -29.63706 2.61406 0.10
N -10.58733 -21.51328 8.65694 0.02
C -3.37796 -22.34482 8.08635 -0.13
S -10.17994 -28.67382 13.75035 0.52
C -4.89909 -17.23919 8.59363 -0.10
C -3.16250 -21.05161 8.55232 -0.11
C -7.98196 -26.42959 -1.91810 -0.16
H -3.92408 -18.92788 11.26939 0.11
C -3.90646 -17.53222 9.59269 -0.12
C -14.89048 -26.96317 7.81830 0.01
C -6.64554 -30.20193 1.91009 -0.10
H -12.64491 -21.42835 8.03890 0.11
H -8.56944 -26.28094 12.34249 0.13
H -13.60538 -30.39955 11.45384 0.09
C -13.33884 -23.10500 13.73948 0.01
C -9.60187 -20.59639 9.07171 -0.14
H -12.44744 -26.79223 8.57232 0.14
N -14.31858 -26.22566 8.98750 -0.11
C -8.51755 -26.72657 11.35201 -0.26
H -5.54498 -22.56714 9.44804 0.09
H -4.85763 -16.52513 7.76940 0.11
H -6.73386 -30.92778 1.11259 0.08
C -7.73983 -22.84959 11.85742 -0.13
C -10.74790 -20.58479 16.50230 -0.34
C -9.08325 -19.58367 18.01128 -0.09
H -7.62195 -29.05079 4.87687 0.09
H -15.82743 -25.99382 15.41703 0.13
H -7.51719 -24.01822 8.90455 0.10
C -8.39957 -24.33740 -1.41526 -0.14
N -7.48318 -23.45369 9.75023 0.06
H -13.28837 -24.21990 13.90647 0.08
H -11.13904 -23.19991 11.20994 0.14
H -4.11125 -28.27334 8.79537 0.07
C -10.74815 -21.15989 18.87571 -0.04
H -7.58838 -22.59452 3.82203 0.10
C -8.28203 -23.62802 10.85340 -0.16
N -12.00459 -30.56646 10.25043 -0.13
C -8.23135 -21.83497 4.33221 -0.11
N -7.65993 -25.16883 2.64902 0.01
H -5.76495 -25.61097 10.65323 0.11
H -13.21366 -23.58574 5.14167 0.12
H -7.62637 -22.27494 6.40847 0.11
H -4.02228 -19.30725 7.88887 0.09
H -2.39528 -20.58069 9.13184 0.11
H -9.86076 -29.64707 5.58395 0.08
C -10.19789 -19.33368 9.05281 -0.09
H -10.38681 -22.52391 8.48571 0.12
H -8.60170 -19.11518 17.09296 0.11
H -12.36799 -20.62962 4.77330 0.07
C -4.38284 -26.54787 7.45681 -0.14
N -10.20831 -20.40519 17.73083 -0.21
N -7.32726 -27.05943 10.94701 -0.13
H -6.54434 -25.63763 12.30902 0.10
H -8.33207 -25.41370 4.66563 0.07
O -11.81680 -21.14514 16.36953 -0.01
C -15.03450 -20.77374 5.81809 -0.06
H -6.85627 -24.84624 -2.71243 0.14
H -10.18595 -20.04050 15.70110 0.14
O -9.31892 -29.26560 12.77138 -0.24
F -9.18809 -27.36425 5.78637 0.10
N -3.50152 -25.86794 6.63389 0.03
In -11.71583 -26.56373 11.79576 0.83
N -12.46170 -22.67675 12.67001 -0.14
N -4.05466 -20.29036 7.87031 0.02
F -9.41354 -27.93004 16.20534 0.16
C -4.44749 -22.33412 7.16134 -0.14
N -14.34670 -27.42502 14.89269 -0.14
C -5.48341 -25.19840 2.86885 -0.10
H -13.57918 -28.71863 13.52134 0.14
H -13.04661 -22.56877 14.61458 0.08
H -6.32010 -19.53519 10.29085 0.15
H -12.60934 -32.02112 8.89166 0.09
C -13.17496 -21.18444 4.29333 -0.03
O -13.55532 -26.69104 12.89744 -0.09
H -11.28893 -28.98041 9.02391 0.15
C -14.00737 -23.04049 5.68676 -0.28
N -12.10057 -25.41544 3.83273 0.01
N -7.62118 -25.16716 -2.16731 0.01
C -11.36507 -29.54174 3.28686 -0.02
H -15.63364 -27.68637 8.17975 0.10
H -4.45157 -25.20358 2.64687 0.09
C -2.29729 -26.50027 6.77437 -0.15
H -3.66356 -24.96207 6.24918 0.11
H -14.57911 -19.98204 6.50769 0.11
H -10.89798 -22.23174 18.59231 0.10
N -5.67330 -18.75308 10.06096 0.03
O -11.48560 -24.63170 12.58212 -0.05
C -14.62500 -28.45755 15.89995 -0.02
H -7.19117 -31.44649 3.71131 0.07
H -15.43584 -20.17115 4.93265 0.11
H -2.99652 -16.94262 9.67488 0.10
H -6.90251 -18.17172 8.47894 0.12
H -10.70212 -30.32907 2.96283 0.08
H -13.88589 -24.90532 1.24763 0.06
C -10.72907 -30.35690 5.62069 -0.01
N -6.98745 -28.32509 3.01272 0.02
H -15.34786 -26.29475 7.10162 0.09
H -8.25768 -22.73053 12.83851 0.11
H -14.11150 -25.75724 16.09388 0.10
H -4.99954 -23.11026 6.65273 0.08
H -15.66396 -28.89851 15.85211 0.12
H -12.11246 -30.77076 12.35779 0.08
H -15.11362 -26.38946 2.97423 0.10
H -14.36359 -25.40696 14.52688 0.02
C -7.17703 -27.93032 9.79821 0.00
H -9.73702 -18.37873 9.30132 0.10
N -8.94644 -20.63367 6.02084 0.03
C -14.10313 -26.01376 3.10220 -0.08
H -7.50948 -27.29145 -2.33246 0.11
O -10.33070 -24.64831 8.25267 -0.31
H -6.40373 -28.10027 1.04202 0.09
N -11.76564 -29.93084 4.65324 -0.15
H -6.39968 -25.21749 0.91430 0.10
O -11.35715 -29.41695 14.03348 -0.27
C -7.47016 -25.26916 4.02683 -0.12
H -11.65515 -20.69847 19.28571 0.09
H -5.52169 -25.37517 5.14527 0.09
H -14.95071 -24.98496 10.65545 0.12
H -12.40993 -18.89225 8.57822 0.10
C -11.67400 -31.67506 9.29541 0.00
F -8.43645 -29.66750 15.27396 0.16
H -6.27196 -28.53765 9.87518 0.09
H -8.21617 -23.30776 -1.61227 0.10
C -6.50024 -25.12603 1.96400 -0.15
C -6.06518 -25.27554 4.14514 -0.10
C -7.11126 -30.51166 3.23661 -0.11
O -14.62952 -23.60786 6.62083 -0.05
H -13.63355 -29.07666 4.49041 0.12
F -11.23849 -26.69014 6.14549 0.12
H -9.35762 -20.56449 2.76024 0.11
O -13.09389 -29.19993 6.34239 -0.04
C -9.42237 -20.05793 4.89880 -0.17
H -15.78167 -24.68431 9.00875 0.11
C -13.70318 -27.65969 13.76782 -0.19
C -4.81551 -21.01018 7.02533 -0.13
C -12.65376 -21.34447 12.16950 -0.01
H -13.70274 -20.47638 3.63864 0.09
H -8.01474 -28.62584 9.76697 0.09
F -10.01799 -27.50336 7.71094 0.11
H -11.20302 -30.30778 6.59062 0.04
C -7.30902 -29.29762 3.87715 -0.16
H -11.53459 -25.16600 4.61901 0.07
C -9.01192 -20.80196 3.80988 -0.12
N -14.08645 -21.73431 5.30681 -0.19
H -12.89071 -32.03300 11.38594 0.10
O -10.42625 -27.20729 13.58116 -0.33
H -10.06458 -19.17541 4.84315 0.11
H -5.44743 -27.05783 11.79471 0.11
H -5.60469 -20.60534 6.37382 0.11
F -8.07410 -27.63367 14.64926 0.14
H -12.69490 -21.94828 3.72826 0.06
H -9.08083 -20.31458 6.98339 0.11
```

Output
- HOMO-LUMO gap (eV) = 6.925
- charge = +1

***

Taking the records one at a time from the top gives E values of -249945.2748 -168790.7618 eV.